Entry 1:
C34H112O22 | ωB97M-V/def2-TZVPD

Geometry as ORCA input:
```
! wB97M-V def2-TZVPD RIJCOSX def2/J DEFGRID3
* xyz 0 1
C 2.06 -0.21 6.34
C 1.44 -0.97 5.16
O 0.31 -1.58 5.72
H 1.47 0.66 6.60
H 3.03 0.11 5.96
H 2.29 -0.95 7.10
H 2.06 -1.73 4.68
H 1.06 -0.41 4.30
H 0.37 -2.49 5.42
C -5.31 4.62 3.05
C -3.82 4.48 2.88
O -3.01 4.89 4.04
H -5.73 4.35 4.02
H -5.76 3.91 2.35
H -5.45 5.68 2.84
H -3.40 4.97 2.00
H -3.52 3.43 2.76
H -2.44 5.60 3.73
C 4.59 4.39 -0.24
C 4.49 3.44 -1.37
O 3.58 2.39 -1.11
H 5.44 5.06 -0.26
H 4.50 3.78 0.66
H 3.71 5.03 -0.24
H 5.54 3.20 -1.51
H 4.21 4.01 -2.26
H 2.68 2.71 -1.24
C -4.14 0.12 5.33
C -3.75 1.41 4.70
O -2.82 2.11 5.53
H -3.29 -0.54 5.14
H -4.98 -0.26 4.74
H -4.45 0.20 6.37
H -4.68 1.97 4.79
H -3.59 1.36 3.63
H -2.75 3.02 5.24
C 0.53 -5.01 -0.33
C 1.99 -5.58 -0.30
O 2.54 -5.78 -1.56
H 0.40 -4.73 0.72
H -0.27 -5.74 -0.46
H 0.41 -4.15 -0.99
H 2.09 -6.50 0.28
H 2.53 -4.76 0.17
H 3.02 -5.06 -1.96
C -5.69 3.91 -1.80
C -5.19 2.90 -0.87
O -6.31 2.10 -0.40
H -6.06 3.53 -2.76
H -4.84 4.54 -2.07
H -6.32 4.65 -1.32
H -4.74 3.28 0.05
H -4.38 2.30 -1.27
H -6.01 1.29 0.02
C -5.94 -2.39 -3.97
C -5.81 -1.52 -2.66
O -4.83 -1.98 -1.70
H -5.09 -2.34 -4.65
H -6.74 -1.94 -4.55
H -6.14 -3.39 -3.58
H -6.72 -1.44 -2.06
H -5.37 -0.56 -2.93
H -3.98 -2.02 -2.13
C 5.04 1.25 -5.30
C 4.04 2.34 -4.84
O 4.54 3.64 -5.24
H 5.15 1.28 -6.39
H 4.72 0.28 -4.93
H 5.93 1.48 -4.71
H 3.82 2.35 -3.77
H 3.09 2.21 -5.36
H 3.82 4.26 -5.16
C 6.80 -0.07 0.38
C 5.54 -0.64 0.97
O 5.77 -1.89 1.66
H 7.23 0.65 1.08
H 6.57 0.55 -0.48
H 7.62 -0.71 0.03
H 4.68 -0.73 0.30
H 5.13 0.09 1.67
H 6.70 -1.95 1.87
C -3.28 -1.12 1.93
C -4.77 -0.79 1.77
O -5.02 -0.10 0.54
H -3.11 -1.56 2.91
H -2.72 -0.18 1.93
H -2.89 -1.79 1.16
H -5.27 -0.22 2.56
H -5.41 -1.68 1.80
H -4.81 -0.74 -0.15
C -2.19 -4.19 -4.15
C -1.96 -3.34 -2.89
O -2.49 -2.03 -3.02
H -3.25 -4.33 -4.36
H -1.85 -5.22 -4.07
H -1.82 -3.72 -5.07
H -0.88 -3.39 -2.74
H -2.44 -3.82 -2.04
H -1.84 -1.47 -3.45
C 0.89 -5.61 5.12
C 0.37 -5.06 3.84
O 0.45 -3.61 3.87
H 0.91 -6.69 5.28
H 0.30 -5.22 5.95
H 1.92 -5.37 5.39
H -0.66 -5.37 3.63
H 0.99 -5.43 3.01
H 0.43 -3.35 2.95
C 0.36 2.55 -3.37
O 0.99 2.87 -2.13
H -0.12 3.45 -3.76
H 1.16 2.27 -4.05
H -0.36 1.74 -3.26
H 1.11 3.83 -2.16
C -0.70 -0.19 -0.69
O 0.26 0.75 -0.30
H -0.20 -1.15 -0.59
H -1.58 -0.14 -0.04
H -0.93 -0.07 -1.75
H 0.40 1.30 -1.08
C 0.16 -0.33 -5.77
O 0.02 -1.22 -4.72
H -0.41 0.56 -5.51
H 1.17 -0.08 -6.06
H -0.29 -0.78 -6.66
H 0.91 -1.50 -4.51
C 2.50 5.22 2.60
O 1.15 5.53 2.35
H 2.93 4.60 1.81
H 3.16 6.08 2.67
H 2.60 4.63 3.51
H 0.76 4.69 2.08
C 5.03 -3.25 -1.61
O 4.26 -3.77 -2.68
H 4.51 -2.40 -1.15
H 5.11 -4.08 -0.92
H 6.04 -2.91 -1.82
H 4.85 -4.21 -3.29
C 0.39 6.19 -2.93
O 1.55 5.56 -2.40
H 0.46 6.49 -3.98
H -0.39 5.43 -2.93
H 0.24 7.01 -2.24
H 2.25 5.99 -2.90
C 2.33 -0.75 1.73
O 2.68 -2.13 1.83
H 1.24 -0.81 1.83
H 2.74 -0.09 2.49
H 2.56 -0.44 0.71
H 3.57 -2.24 2.17
C 2.61 -0.53 -2.82
O 2.69 -1.55 -3.82
H 2.38 -0.95 -1.84
H 3.60 -0.12 -2.65
H 1.93 0.28 -3.11
H 3.11 -2.25 -3.31
C -3.36 -5.05 0.57
O -2.93 -6.40 0.42
H -3.89 -4.61 -0.27
H -4.03 -4.93 1.42
H -2.55 -4.33 0.66
H -3.41 -6.96 1.03
C -0.07 2.06 2.94
O 0.81 2.79 2.15
H -0.01 1.00 2.68
H 0.16 2.23 3.99
H -1.08 2.45 2.84
H 0.75 2.28 1.34
*
```

Summary:
DFT total energy = -3017.4985 Eh
molecular weight = 873.2 g mol⁻¹



Entry 2:
C11H32O6 | ωB97M-V/def2-TZVPD

Geometry as ORCA input:
```
! wB97M-V def2-TZVPD RIJCOSX def2/J DEFGRID3
* xyz 0 1
C -1.06 -3.53 -0.01
C -1.41 -3.01 -1.40
C -2.64 -2.19 -1.48
O -0.37 -2.27 -2.00
H -0.82 -2.77 0.73
H -0.20 -4.20 -0.01
H -1.94 -4.04 0.38
H -1.45 -3.93 -1.99
H -2.96 -1.83 -2.46
H -2.49 -1.29 -0.89
H -3.44 -2.84 -1.10
H -0.68 -1.96 -2.86
C -1.15 1.29 -2.50
C -1.67 2.65 -3.00
C -0.68 3.80 -3.32
O -2.47 2.40 -4.10
H -0.19 1.10 -2.98
H -1.84 0.48 -2.75
H -1.05 1.35 -1.41
H -2.41 3.01 -2.29
H -0.29 4.02 -2.33
H -1.13 4.69 -3.77
H 0.13 3.49 -3.98
H -2.92 3.24 -4.22
C 3.63 -2.51 2.98
C 2.41 -1.59 2.77
C 2.36 -0.38 3.80
O 2.41 -0.95 1.52
H 3.33 -3.13 3.82
H 4.59 -2.01 3.18
H 3.79 -3.16 2.12
H 1.47 -2.14 2.74
H 2.33 -0.73 4.83
H 1.51 0.26 3.57
H 3.25 0.24 3.72
H 3.31 -0.63 1.38
O -1.09 0.95 1.99
C -0.93 2.29 1.49
C 0.57 2.66 1.47
O 1.21 2.22 0.27
H -0.81 0.32 1.33
H -1.29 2.48 0.48
H -1.38 2.96 2.22
H 1.09 2.23 2.33
H 0.72 3.74 1.46
H 1.02 1.30 0.06
O 0.34 -0.36 0.06
H 0.31 -1.10 -0.55
H 1.00 -0.60 0.71
*
```

Summary:
energy above the lowest of the compared OMol25 structures with the same formula, charge and spin = 0.00 kcal per mole
SMILES string = CC(C)O.CC(C)O.CC(C)O.OCCO.O
DFT total energy = -889.6962 Eh
molecular weight = 260.4 g mol⁻¹



Entry 3:
H5NO3PSi | ωB97M-V/def2-TZVPD

Geometry as ORCA input:
```
! wB97M-V def2-TZVPD RIJCOSX def2/J DEFGRID3
* xyz -1 1
N 0.03 1.32 1.03
O -0.41 -1.10 0.37
O -2.36 0.36 1.23
O 1.23 0.29 -1.34
Si 0.91 -1.08 -0.83
P -1.14 0.27 0.39
H -0.17 2.28 0.75
H 0.89 0.90 0.79
H -1.25 0.62 -0.89
H 0.41 -2.29 -1.53
H 1.85 -1.58 0.03
*
```

Summary:
energy above the lowest of the compared OMol25 structures with the same formula, charge and spin = 18.41 kcal per mole
DFT total energy = -914.5053 Eh
molecular weight = 126.1 g mol⁻¹



Entry 4:
C4H13NO3 | ωB97M-V/def2-TZVPD

Geometry as ORCA input:
```
! wB97M-V def2-TZVPD RIJCOSX def2/J DEFGRID3
* xyz 0 1
O 0.74 -3.01 1.42
C -0.59 -2.43 1.69
C -0.94 -1.44 0.58
C -0.23 -0.04 0.53
N 0.05 0.19 -0.91
C -0.30 1.52 -1.46
O -1.47 2.07 -0.88
H 0.86 -2.76 0.49
H -0.58 -1.89 2.67
H -1.06 -3.40 1.81
H -0.67 -1.85 -0.40
H -2.07 -1.48 0.60
H -1.05 0.67 0.77
H 0.67 0.10 1.12
H 1.05 0.09 -1.04
H 0.39 2.32 -1.13
H -0.26 1.39 -2.52
H -2.24 1.83 -1.41
O 2.62 2.76 -1.05
H 1.96 3.15 -0.46
H 3.12 2.20 -0.43
*
```

Summary:
energy above the lowest of the compared OMol25 structures with the same formula, charge and spin = 69.61 kcal per mole
SMILES string = OCCCNCO.O
DFT total energy = -440.6043 Eh
molecular weight = 123.2 g mol⁻¹